Below is a cluster of 12 separate species, C48H132N12O12 in total at a distorted geometry, with properties calculated with ωB97M-V/def2-TZVPD.

Results
Charge: 0
Molar mass: 1069.7 g/mol
E_HOMO: -8.6 eV
Kohn-Sham gap: 0.3291 Eh
SMILES: COC[C@H](C)N.COC[C@H](C)N.COC[C@H](C)N.COC[C@H](C)N.COC[C@H](C)N.COC[C@H](C)N.COC[C@H](C)N.COC[C@H](C)N.COC[C@H](C)N.COC[C@H](C)N.COC[C@H](C)N.COC[C@H](C)N
DFT total energy: -94358.081 eV
Energy relative to the best compared isomer or geometry (same formula, charge and spin): 5.1970 eV
E_LUMO: 0.4 eV

Element x y z (Å)
C: 1.05045 7.76731 2.50294
C: -0.32073 7.05666 2.60317
C: -0.21467 5.51432 2.59436
O: 0.02809 5.15565 1.22551
C: 0.66652 3.95524 0.96743
N: -0.95138 7.64009 3.77192
H: 0.92246 8.83095 2.30202
H: 1.63950 7.27410 1.72972
H: 1.69741 7.58228 3.36045
H: -0.92016 7.19360 1.70315
H: -1.08923 5.05449 3.05455
H: 0.70289 5.26999 3.12961
H: 0.05187 3.19526 1.44988
H: 1.67863 3.89333 1.36732
H: 0.66149 3.73047 -0.09912
H: -1.01609 8.64450 3.85614
H: -1.92746 7.38645 3.82693
C: 2.31371 -6.86759 0.82707
C: 1.75785 -5.73175 -0.11724
C: 2.85359 -5.01059 -0.92420
O: 3.97925 -4.54497 -0.13562
C: 3.87038 -3.13914 0.07552
N: 0.82071 -6.39568 -0.96864
H: 2.95503 -7.61705 0.36328
H: 1.47359 -7.37888 1.29706
H: 2.94387 -6.42746 1.59991
H: 1.23120 -5.03916 0.53932
H: 2.54974 -4.22444 -1.61540
H: 3.26884 -5.72725 -1.63276
H: 4.57543 -2.80989 0.83880
H: 2.92466 -2.86202 0.54127
H: 3.92196 -2.50265 -0.80785
H: 0.56123 -5.73830 -1.69019
H: 1.38702 -7.14649 -1.33699
C: 1.36874 -2.77858 9.02492
C: 0.81500 -3.91935 8.20845
C: 0.40425 -3.54983 6.72287
O: -0.43810 -2.35727 6.66230
C: -0.93187 -2.03203 5.37543
N: 1.73567 -5.06909 8.35410
H: 1.81194 -3.03744 9.98652
H: 0.60413 -2.01902 9.18782
H: 2.15397 -2.22756 8.50733
H: -0.00453 -4.31059 8.81129
H: -0.12772 -4.38965 6.27586
H: 1.32729 -3.29365 6.20281
H: -1.68337 -1.24361 5.41685
H: -1.43162 -2.90591 4.95747
H: -0.17256 -1.81600 4.62383
H: 2.66662 -4.70534 8.20875
H: 1.57662 -5.82827 7.70721
C: -2.75418 -5.72886 0.47473
C: -2.36404 -4.29060 0.32237
C: -1.73021 -3.68232 1.61978
O: -2.33596 -4.09814 2.87608
C: -3.70999 -3.68675 2.95704
N: -1.40039 -4.32025 -0.78707
H: -3.42564 -6.05561 1.26874
H: -1.89658 -6.36652 0.68925
H: -3.27917 -6.11387 -0.39949
H: -3.26058 -3.73359 0.05022
H: -1.75770 -2.59362 1.57428
H: -0.70372 -4.02380 1.75319
H: -4.23202 -4.18453 2.13986
H: -3.91098 -2.62141 2.84407
H: -4.16827 -4.05414 3.87524
H: -1.88987 -4.72861 -1.57048
H: -0.78938 -5.09052 -0.55585
C: -3.54239 4.38864 0.25776
C: -3.04886 3.02515 -0.26328
C: -4.17050 2.11043 -0.71174
O: -4.85803 1.64945 0.44264
C: -6.06227 0.99156 0.18121
N: -2.18377 3.27724 -1.36664
H: -4.23403 4.82197 -0.46470
H: -2.80325 5.13453 0.55003
H: -4.19354 4.24439 1.11991
H: -2.48370 2.63454 0.58296
H: -3.77557 1.17683 -1.11240
H: -4.84462 2.55442 -1.44423
H: -5.78849 0.04201 -0.27867
H: -6.79175 1.57636 -0.37911
H: -6.50327 0.64957 1.11751
H: -1.56263 2.48089 -1.37679
H: -1.55168 4.03015 -1.13494
C: -4.87958 4.03555 -4.02615
C: -5.14067 2.54377 -4.04202
C: -5.59914 2.10651 -5.44783
O: -6.98572 2.56884 -5.54321
C: -7.65750 2.00058 -6.67003
N: -3.84795 1.93706 -3.67923
H: -5.69720 4.61765 -4.45129
H: -3.96922 4.26564 -4.57967
H: -4.77076 4.34671 -2.98719
H: -5.94929 2.20661 -3.39352
H: -5.53532 1.01862 -5.47041
H: -5.04076 2.57848 -6.25626
H: -7.15947 2.21789 -7.61494
H: -8.62146 2.50089 -6.76248
H: -7.86291 0.93467 -6.57150
H: -3.49333 2.37787 -2.84255
H: -3.20110 2.19483 -4.41083
C: -1.60157 -0.70815 -1.15834
C: -0.77099 0.25072 -0.26614
C: 0.42027 -0.36600 0.49574
O: 0.98766 0.53523 1.48238
C: 2.11549 -0.04320 2.15978
N: -0.18660 1.26986 -1.09836
H: -1.00234 -1.33612 -1.81764
H: -2.19520 -0.10468 -1.84502
H: -2.14537 -1.38063 -0.49489
H: -1.44998 0.76751 0.41208
H: 1.26812 -0.63674 -0.13348
H: 0.14779 -1.25319 1.06736
H: 2.75976 -0.50812 1.41355
H: 1.79154 -0.82885 2.84235
H: 2.55965 0.74247 2.77096
H: 0.11424 0.76649 -1.92069
H: 0.60005 1.63853 -0.58321
C: 8.97439 2.61049 2.81553
C: 9.31051 1.11810 2.44980
C: 8.51903 0.55687 1.26557
O: 7.23702 0.16658 1.80351
C: 6.44329 -0.69635 1.00157
N: 10.72261 1.06551 2.16314
H: 7.92328 2.80626 3.02753
H: 9.21475 3.26074 1.97441
H: 9.49582 2.84866 3.74262
H: 9.06496 0.54325 3.34275
H: 8.96727 -0.38400 0.94630
H: 8.45309 1.33305 0.50312
H: 6.27303 -0.32747 -0.00988
H: 5.45256 -0.64872 1.45356
H: 6.78258 -1.72673 1.10786
H: 11.19180 1.69095 2.80250
H: 11.00207 1.32852 1.22888
C: -4.52873 -5.78496 -4.15109
C: -3.29356 -4.88708 -4.18585
C: -3.49063 -3.47720 -3.52443
O: -4.57885 -2.74324 -4.03456
C: -4.73452 -1.48970 -3.33075
N: -2.28435 -5.54507 -3.38745
H: -5.35845 -5.26627 -4.63131
H: -4.88772 -5.89588 -3.12790
H: -4.44531 -6.77806 -4.59259
H: -3.02240 -4.86686 -5.24140
H: -2.58921 -2.86527 -3.55723
H: -3.69555 -3.65345 -2.46848
H: -4.97443 -1.63808 -2.27789
H: -5.52821 -0.94387 -3.84086
H: -3.83575 -0.88366 -3.44487
H: -1.35260 -5.42512 -3.75831
H: -2.44034 -6.53876 -3.29604
C: 3.78540 -0.27893 -4.30220
C: 2.85000 -0.02106 -3.11536
C: 3.07813 1.34095 -2.30036
O: 4.29366 1.10652 -1.60373
C: 4.60862 2.14818 -0.67891
N: 1.44677 -0.10135 -3.48349
H: 4.82660 -0.03220 -4.09451
H: 3.49801 0.39270 -5.11115
H: 3.77157 -1.30591 -4.66720
H: 3.13358 -0.85133 -2.46858
H: 2.26088 1.58590 -1.62197
H: 3.07652 2.20648 -2.96289
H: 5.45434 1.91723 -0.03120
H: 3.74856 2.39605 -0.05685
H: 4.78538 3.07467 -1.22523
H: 1.41232 -0.84652 -4.16441
H: 1.33089 0.66712 -4.12858
C: -0.46677 3.09621 -4.57500
C: -0.76841 2.04907 -5.59362
C: -1.43337 2.68479 -6.84933
O: -1.84448 1.57421 -7.74725
C: -2.47350 1.94211 -8.98666
N: 0.56001 1.45947 -5.78662
H: 0.05393 3.94171 -5.02457
H: 0.02519 2.59553 -3.74109
H: -1.31042 3.55520 -4.05956
H: -1.38470 1.27457 -5.13708
H: -0.69016 3.33744 -7.30736
H: -2.33591 3.22567 -6.56475
H: -2.64981 0.93577 -9.36651
H: -1.75852 2.39891 -9.67093
H: -3.37380 2.55656 -8.98216
H: 1.17787 2.08209 -6.28733
H: 0.35363 0.70797 -6.42909
C: -0.09539 1.39788 6.49181
C: 1.16762 0.78805 5.82431
C: 2.43106 1.75435 5.81533
O: 2.12544 2.90372 4.98745
C: 3.15281 3.47299 4.18837
N: 1.50529 -0.46319 6.54007
H: 0.13429 1.65178 7.52664
H: -0.84230 0.60404 6.50130
H: -0.46176 2.31715 6.03486
H: 0.97234 0.67492 4.75793
H: 3.21763 1.22553 5.27703
H: 2.71857 1.90214 6.85629
H: 4.00211 3.55337 4.86685
H: 2.82961 4.49807 4.00713
H: 3.38191 2.87983 3.30305
H: 2.27784 -0.89540 6.05378
H: 0.73730 -1.11470 6.46364

Löwdin population analysis, charges in e, atoms 1 to 5:
1. C -0.058
2. C -0.426
3. C -0.158
4. O -0.208
5. C -0.121



Below is a cluster of 20 separate species, C48H143B2NO17 in total at a distorted geometry, with properties calculated with ωB97M-V/def2-TZVPD.

Results
Charge: 0
Molar mass: 1028.3 g/mol
E_HOMO: -9.3 eV
Kohn-Sham gap: 0.3534 Eh
DFT total energy: -89738.796 eV
Energy relative to the best compared isomer or geometry (same formula, charge and spin): 1.1303 eV
E_LUMO: 0.3 eV

Element x y z (Å)
O: 23.47295 33.87808 -25.04045
H: 23.89283 33.76886 -25.89682
H: 23.03439 34.72517 -24.93219
H: 22.79469 33.20707 -24.93410
N: 18.95967 33.69893 -24.50759
H: 18.25616 33.28784 -23.91078
H: 19.30666 34.54603 -24.08084
H: 18.56688 34.10831 -25.34319
H: 19.69586 33.04321 -24.72707
B: 21.34455 32.28173 -25.18399
H: 21.51898 32.65422 -24.18646
H: 22.09297 31.56245 -25.47850
H: 20.38364 31.79173 -25.21195
H: 21.40192 33.10470 -25.87946
B: 21.89924 36.02633 -24.67765
H: 21.30690 36.84910 -24.30830
H: 21.77814 35.93838 -25.74622
H: 22.94015 36.25812 -24.51331
H: 21.62488 35.12507 -24.15164
C: 21.72324 27.72423 -23.12852
C: 21.12529 29.08393 -23.76921
C: 19.61662 29.13375 -23.57386
O: 21.73499 30.14277 -23.05450
H: 21.05574 26.88616 -23.32902
H: 21.83149 27.73574 -22.04397
H: 22.62535 27.49782 -23.69687
H: 21.30847 29.16851 -24.84038
H: 19.08291 28.60197 -24.36157
H: 19.34022 30.18453 -23.66091
H: 19.39543 28.83572 -22.54900
H: 21.93379 30.86068 -23.66004
C: 19.37680 35.40922 -29.54716
C: 19.07090 35.02304 -31.05768
C: 20.25260 34.60497 -31.92143
O: 18.16395 33.99869 -31.14668
H: 19.33519 34.50268 -28.94337
H: 18.56146 36.05407 -29.21931
H: 20.31596 35.94906 -29.42615
H: 18.54358 35.85799 -31.51908
H: 20.09651 34.40681 -32.98184
H: 20.71253 33.67216 -31.59519
H: 21.06447 35.33196 -31.94260
H: 18.48541 33.26202 -30.62172
C: 23.29025 35.32607 -28.27805
C: 24.65461 34.63659 -28.37226
C: 25.81561 35.61513 -28.44589
O: 24.81963 33.82267 -27.29679
H: 22.48709 34.59176 -28.21626
H: 23.08146 35.80914 -29.23260
H: 23.25119 36.01051 -27.43064
H: 24.68927 33.95051 -29.21854
H: 25.82624 36.07756 -29.43288
H: 26.75639 35.06790 -28.38603
H: 25.61545 36.41164 -27.72923
H: 25.62349 33.31298 -27.42185
C: 28.56485 36.54960 -23.08437
C: 29.02660 35.97433 -24.46470
C: 28.40321 36.65320 -25.62122
O: 30.42935 36.06858 -24.57554
H: 27.48999 36.44504 -22.93653
H: 28.72164 37.62579 -23.01151
H: 29.05940 36.02359 -22.26777
H: 28.87654 34.89478 -24.47762
H: 28.91342 36.30299 -26.51852
H: 28.57607 37.72632 -25.53985
H: 27.33008 36.47308 -25.68468
H: 30.79176 36.10124 -23.68718
C: 18.79058 32.68874 -21.24136
C: 17.37304 32.20980 -21.51616
C: 16.35470 32.95339 -20.62712
O: 17.09069 32.56398 -22.84783
H: 19.55134 32.19790 -21.84834
H: 19.07722 32.46264 -20.21431
H: 18.97125 33.76235 -21.29459
H: 17.27538 31.12844 -21.42013
H: 16.64411 32.88354 -19.57857
H: 15.38131 32.50423 -20.82426
H: 16.22781 34.00674 -20.87702
H: 16.17568 32.33921 -23.03176
C: 17.07621 36.66954 -22.47040
C: 18.25771 37.20114 -23.28670
C: 18.88888 38.43972 -22.64313
O: 19.15241 36.16614 -23.46767
H: 16.78114 35.70166 -22.87566
H: 16.26388 37.38084 -22.61970
H: 17.26758 36.62957 -21.39808
H: 17.87170 37.49953 -24.26140
H: 19.91475 38.66684 -22.93315
H: 19.06620 38.37668 -21.56950
H: 18.29548 39.32190 -22.88342
H: 19.97648 36.48149 -23.84590
C: 20.78042 36.42359 -20.34480
C: 21.40034 35.08037 -20.07741
C: 21.87962 34.33950 -21.31602
O: 22.42783 35.27265 -19.15761
H: 20.16201 36.34490 -21.23893
H: 21.56094 37.17243 -20.47938
H: 20.22012 36.75600 -19.47092
H: 20.58615 34.50701 -19.63420
H: 22.72550 34.78132 -21.84270
H: 21.04157 34.19071 -21.99692
H: 22.26434 33.37276 -20.99122
H: 23.17742 35.67123 -19.60578
C: 25.38128 38.50035 -23.32652
C: 23.92845 38.85434 -22.95527
C: 23.14842 39.40678 -24.18994
O: 23.31399 37.67011 -22.62317
H: 25.44055 37.48192 -23.71044
H: 25.98378 38.50926 -22.41821
H: 25.79880 39.23662 -24.01332
H: 23.93356 39.59187 -22.15269
H: 22.18293 39.80834 -23.88226
H: 22.99770 38.64058 -24.95042
H: 23.82950 40.18941 -24.52422
H: 22.95720 37.18782 -23.37262
C: 21.25950 40.68426 -20.71858
C: 20.00085 40.75686 -19.90801
C: 20.17469 41.49948 -18.57691
O: 19.03406 41.31348 -20.79006
H: 22.06184 40.28636 -20.09727
H: 21.61135 41.66501 -21.03863
H: 21.04096 39.96067 -21.50392
H: 19.67575 39.75898 -19.61367
H: 20.40478 42.56140 -18.66339
H: 20.94003 41.08127 -17.92311
H: 19.28337 41.44266 -17.95205
H: 18.13008 41.19645 -20.48884
C: 15.53193 35.96127 -25.79309
C: 16.17066 34.99527 -26.76908
C: 16.02021 35.31971 -28.20991
O: 17.51825 34.97569 -26.41018
H: 16.04530 36.92189 -25.75152
H: 15.54898 35.66387 -24.74458
H: 14.55179 36.22849 -26.18809
H: 15.78816 34.02707 -26.44599
H: 16.44314 36.29236 -28.46127
H: 14.97280 35.38890 -28.50360
H: 16.57288 34.59497 -28.80776
H: 18.03214 35.70695 -26.76057
C: 24.03834 39.70509 -29.23816
C: 24.29337 40.15510 -27.80401
C: 25.09295 39.07248 -27.01891
O: 25.05723 41.25449 -27.88167
H: 23.44329 40.45813 -29.75483
H: 23.50963 38.75404 -29.30206
H: 24.95131 39.57078 -29.81828
H: 23.34025 40.32921 -27.30469
H: 25.58640 39.49627 -26.14427
H: 25.82466 38.67351 -27.72143
H: 24.48588 38.30260 -26.54261
H: 25.13050 41.64377 -27.00720
C: 20.05518 42.07862 -24.37047
C: 19.14426 43.16750 -23.91620
C: 17.67277 42.74308 -23.95758
O: 19.58093 43.47457 -22.62563
H: 21.11583 42.31445 -24.45710
H: 19.83817 41.80729 -25.40361
H: 19.88595 41.22478 -23.71441
H: 19.23998 44.05256 -24.54518
H: 17.39564 42.32648 -24.92595
H: 17.00795 43.57523 -23.72595
H: 17.40829 42.04865 -23.16015
H: 19.49795 42.78304 -21.96496
C: 22.31259 29.74933 -28.40738
C: 22.38564 31.25725 -28.44201
C: 22.63955 31.72577 -29.89504
O: 21.11396 31.72448 -28.04131
H: 22.02453 29.48940 -27.38877
H: 23.27983 29.28764 -28.60591
H: 21.55582 29.34040 -29.07683
H: 23.14353 31.64262 -27.75996
H: 21.87067 31.21909 -30.47833
H: 23.58568 31.38332 -30.31414
H: 22.51645 32.80593 -29.97376
H: 21.06916 31.74279 -27.08254
C: 25.36560 32.82591 -20.83698
C: 26.14581 33.69287 -21.84184
C: 26.72053 32.90384 -23.02888
O: 25.31140 34.64570 -22.48180
H: 24.72220 33.31463 -20.10534
H: 26.06156 32.24171 -20.23493
H: 24.72086 32.12265 -21.36409
H: 26.89649 34.29469 -21.32960
H: 27.23673 33.42456 -23.83540
H: 25.94195 32.31801 -23.51748
H: 27.35149 32.08810 -22.67592
H: 24.97662 35.21182 -21.78249
C: 25.20246 38.49676 -19.48495
C: 25.64440 37.03191 -19.84271
C: 25.77074 36.21907 -18.52106
O: 24.53804 36.43631 -20.50742
H: 24.19603 38.47217 -19.06709
H: 25.22414 39.09932 -20.39299
H: 25.89687 38.82078 -18.70977
H: 26.58496 37.06080 -20.39279
H: 25.78476 35.19147 -18.88433
H: 24.93689 36.49857 -17.87709
H: 26.65424 36.53855 -17.96838
H: 24.17786 36.99493 -21.20011
C: 20.89834 38.61506 -27.40652
C: 19.76278 38.24227 -26.51428
C: 18.43478 38.73808 -27.00149
O: 19.73657 36.79293 -26.53676
H: 20.94774 39.67443 -27.65830
H: 20.86816 38.02783 -28.32431
H: 21.84553 38.22532 -27.03366
H: 19.97527 38.57858 -25.49947
H: 18.48257 39.82440 -27.07721
H: 17.60865 38.64893 -26.29603
H: 18.17166 38.35780 -27.98853
H: 20.48069 36.55040 -25.98082

Löwdin population analysis, charges in e, atoms 1 to 5:
1. O 0.217
2. H 0.085
3. H 0.015
4. H 0.017
5. N 0.307